Molecular formula: C6H11P
Method: DFT, ωB97M-V/def2-TZVPD

Atoms and positions in Å:
C -0.9464 1.0636 0.3319
C -0.6029 0.8646 -0.9369
C -1.6721 -1.1522 1.3504
C 1.8930 -0.3440 -2.1130
C -1.5342 0.4075 1.5141
C 2.1579 -0.5592 -0.7837
P -0.0525 2.5357 -0.3615
H -0.3644 0.2244 -1.7357
H -0.7101 -1.4496 0.8468
H -2.4398 -1.7005 0.8131
H -1.8432 -1.6168 2.3597
H 1.2245 -1.1179 -2.6546
H 2.2628 0.4026 -2.8006
H 1.2630 2.4090 0.3170
H -0.7269 0.6071 2.2707
H -2.4045 0.8058 1.9037
H 2.7286 0.0073 -0.1046
H 1.7671 -1.3875 -0.2167

Computed properties:
Molecular weight in g/mol: 114.13
Relative energy (zero: lowest compared OMol25 entry of this formula, charge and spin) in kcal per mole: 70.5
Highest occupied orbital energy in eV: -8.403
Gap between HOMO and LUMO in eV: 9.4
Net charge: 0
Structure (SMILES): CCC1=[PH]=C1.C=C
LUMO level in eV: 1.03

=====

Molecular formula: C6H11P
Method: DFT, ωB97M-V/def2-TZVPD

Atoms and positions in Å:
C -0.7227 -0.9406 -1.2659
C 0.9677 -1.3405 0.9126
C -0.7596 0.3971 -0.4451
C 2.1244 -0.8695 -0.0912
C 0.0519 -0.7063 -0.0099
C -1.8533 1.0677 0.3569
P 2.7629 0.7653 0.0569
H -1.5641 -1.6695 -1.2492
H -0.3990 -0.8260 -2.2711
H 0.8616 -2.4719 0.9900
H 0.8903 -0.8518 1.9191
H -0.3934 1.2244 -1.0414
H 2.0640 -1.3121 -0.9924
H -2.4290 0.5113 1.1763
H -2.5208 1.6557 -0.1590
H -1.3726 1.8044 0.8981
H 3.2762 0.7298 -1.3043
H 4.1078 0.3832 0.7050

Computed properties:
Molecular weight in g/mol: 114.13
Relative energy (zero: lowest compared OMol25 entry of this formula, charge and spin) in kcal per mole: 94.0
Highest occupied orbital energy in eV: -7.546
Gap between HOMO and LUMO in eV: 8.3
Net charge: 0
LUMO level in eV: 0.75

=====

Molecular formula: C6H11S
Method: DFT, ωB97M-V/def2-TZVPD

Atoms and positions in Å:
C 1.5178 -2.5284 0.9718
C 1.9537 -1.3376 0.3153
C 2.1848 0.1551 -0.4032
C 0.6700 0.7734 -0.7515
C -0.0089 1.1377 0.6892
S -1.8116 0.6954 0.8823
C -2.4209 -0.5413 -0.3808
H 0.8445 -3.3969 1.4382
H 2.8324 -0.0021 -1.3692
H 2.7594 0.8690 0.3436
H 0.1341 -0.0580 -1.3737
H 0.8762 1.7172 -1.4506
H 0.0653 2.3236 0.8053
H 0.5727 0.7032 1.6219
H -2.5293 1.9044 0.6112
H -3.5678 -0.8007 -0.2414
H -2.2625 -0.0680 -1.4651
H -1.8098 -1.5460 -0.2433

Computed properties:
Molecular weight in g/mol: 115.22
Highest occupied orbital energy in eV: -12.677
Gap between HOMO and LUMO in eV: 8.9
Net charge: +1
LUMO level in eV: -3.82

=====

Molecular formula: C6H12
Method: DFT, ωB97M-V/def2-TZVPD

Atoms and positions in Å:
C 2.1734 0.8270 0.3655
C 1.0911 -0.1763 0.7659
C -0.0012 -0.3428 -0.2827
C -1.1477 -1.2993 0.0597
C -2.2095 -0.6927 -0.8526
C -0.8619 0.8853 -0.5812
H 2.6584 0.5313 -0.5729
H 1.7546 1.8307 0.2214
H 2.9506 0.9011 1.1341
H 1.5470 -1.1584 0.9536
H 0.6287 0.1345 1.7139
H 0.4468 -0.6734 -1.2312
H -0.9370 -2.3542 -0.1563
H -1.3883 -1.2182 1.1336
H -3.0969 -0.3633 -0.2948
H -1.7463 0.3105 -1.4236
H -1.2559 1.3895 0.3003
H -0.4495 1.6335 -1.2800

Computed properties:
Molecular weight in g/mol: 84.16
Relative energy (zero: lowest compared OMol25 entry of this formula, charge and spin) in kcal per mole: 103.1
Highest occupied orbital energy in eV: -7.918
Gap between HOMO and LUMO in eV: 8.8
Net charge: 0
LUMO level in eV: 0.84